Entry 1:
Here is a structure of composition C45H36Cl2MnN6O5 from the OMol25 dataset. Energies are from wB97M-V/def2-TZVPD.

Last column: Mulliken spin population.
Atoms and positions in Å:
Mn1 -0.626 -0.846 0.822  3.8938
Cl1 3.270 -2.004 6.762  0.0011
C1 2.122 -1.878 5.475  0.0083
C2 0.754 -1.913 5.764  -0.0020
C3 -0.181 -1.833 4.757  0.0054
C4 0.218 -1.689 3.420  0.0238
O1 -0.720 -1.625 2.491  -0.0186
C5 1.600 -1.648 3.139  0.0129
C6 2.072 -1.635 1.787  -0.0128
N1 1.321 -1.401 0.767  -0.0647
C7 1.779 -1.675 -0.550  0.0314
C8 3.036 -1.420 -1.012  -0.0086
C9 3.376 -1.780 -2.337  -0.0002
C10 2.464 -2.376 -3.159  0.0005
C11 1.147 -2.633 -2.701  -0.0070
C12 0.134 -3.226 -3.492  0.0027
C13 -1.111 -3.406 -2.968  0.0007
C14 -1.368 -2.970 -1.652  0.0179
N2 -0.456 -2.431 -0.884  0.0691
C15 0.803 -2.272 -1.391  -0.0029
C16 2.543 -1.764 4.178  -0.0028
H1 0.436 -2.017 6.793  -0.0002
H2 -1.239 -1.877 4.977  0.0010
H3 3.115 -1.905 1.619  -0.0005
H4 3.768 -0.929 -0.379  -0.0010
H5 4.376 -1.574 -2.696  -0.0002
H6 2.731 -2.653 -4.171  0.0000
H7 0.360 -3.525 -4.509  0.0001
H8 -1.909 -3.849 -3.547  -0.0010
H9 -2.365 -3.052 -1.235  0.0014
H10 3.600 -1.754 3.944  -0.0004
N3 -2.674 -0.863 0.606  0.0028
C17 -3.701 -0.486 0.267  0.0287
C18 -4.961 0.038 -0.151  -0.0026
C19 -5.076 0.510 -1.461  0.0045
C20 -6.291 1.033 -1.870  -0.0024
C21 -7.361 1.078 -0.985  0.0036
C22 -7.234 0.605 0.318  -0.0015
C23 -6.029 0.080 0.747  0.0055
H11 -4.222 0.470 -2.126  0.0013
H12 -6.402 1.406 -2.880  0.0000
H13 -8.307 1.487 -1.312  0.0001
H14 -8.076 0.645 0.995  0.0000
H15 -5.910 -0.297 1.754  0.0003
C24 7.466 -0.877 -0.019  -0.0001
C25 6.399 -0.174 0.774  0.0005
C26 6.355 -0.264 2.162  0.0001
C27 5.375 0.367 2.917  0.0005
C28 4.395 1.113 2.269  -0.0001
N4 3.317 1.737 2.932  0.0005
C29 3.049 1.758 4.274  0.0001
O2 3.813 1.428 5.151  0.0001
N5 1.763 2.219 4.591  0.0000
C30 0.584 2.111 3.855  0.0005
C31 -0.578 2.756 4.277  0.0009
C32 -1.740 2.610 3.543  0.0001
C33 -1.736 1.814 2.406  0.0124
N6 -0.636 1.183 2.005  0.0490
C34 0.482 1.327 2.710  -0.0558
C35 4.425 1.222 0.880  -0.0002
C36 5.417 0.589 0.149  -0.0009
H16 8.406 -0.911 0.530  0.0000
H17 7.649 -0.375 -0.968  0.0000
H18 7.180 -1.908 -0.239  0.0000
H19 7.117 -0.833 2.680  0.0000
H20 5.379 0.296 3.993  0.0000
H21 2.736 2.316 2.350  0.0001
H22 1.681 2.466 5.565  0.0001
H23 -0.562 3.370 5.170  0.0001
H24 -2.647 3.113 3.849  0.0004
H25 -2.625 1.689 1.803  0.0026
H26 1.335 0.782 2.342  0.0376
H27 3.675 1.817 0.368  0.0000
H28 5.435 0.706 -0.930  0.0000
C37 -2.257 -0.186 -6.077  0.0001
C38 -2.891 0.893 -5.245  0.0000
C39 -4.209 1.271 -5.468  -0.0001
C40 -4.804 2.257 -4.700  -0.0002
Cl2 -6.472 2.675 -4.976  0.0000
C41 -4.096 2.900 -3.705  0.0000
C42 -2.779 2.533 -3.468  -0.0002
C43 -2.183 1.536 -4.227  0.0003
O3 -0.885 1.126 -4.047  -0.0013
C44 -0.318 1.320 -2.780  -0.0054
C45 -0.971 0.397 -1.762  -0.0207
O4 -2.013 -0.173 -2.011  0.0156
O5 -0.305 0.315 -0.638  -0.0239
H29 -1.884 0.216 -7.021  0.0000
H30 -2.986 -0.962 -6.314  0.0000
H31 -1.417 -0.640 -5.557  0.0000
H32 -4.783 0.777 -6.242  0.0000
H33 -4.564 3.677 -3.116  0.0000
H34 -2.241 3.031 -2.673  -0.0001
H35 -0.404 2.351 -2.427  0.0001
H36 0.746 1.096 -2.856  -0.0002

Computed properties:
HOMO level (spin up / spin down)	-10.36 / -10.37	eV
net charge	+1
ΔE to the lowest compared entry with this formula, charge and spin	0.0	kJ/mol
⟨S²⟩	6.045
E_LUMO (spin up / spin down)	-3.61 / -3.34	eV
multiplicity	5

=====

Entry 2:
Here is a structure of composition C40H42Cl2N8OPS4Ti in a non-equilibrium geometry from the OMol25 dataset. Energies are from wB97M-V/def2-TZVPD.

Last column: Mulliken spin population.
Atoms and positions in Å:
Ti1 14.109 12.291 11.544  0.9001
S1 14.309 9.121 10.450  0.0030
C1 15.227 10.276 9.591  0.0072
N1 15.406 11.530 9.920  -0.0159
C2 16.347 12.190 9.068  0.0216
C3 16.828 13.506 9.290  -0.0081
C4 17.693 14.014 8.340  0.0010
C5 18.050 13.243 7.196  0.0012
C6 17.600 11.917 7.045  0.0004
C7 16.786 11.370 8.056  -0.0038
S2 16.204 9.763 8.183  -0.0001
H1 16.415 14.172 10.019  0.0222
H2 18.100 14.999 8.402  0.0000
H3 18.666 13.682 6.476  0.0001
H4 17.846 11.339 6.154  0.0000
C8 12.908 12.048 16.348  0.0004
N2 12.318 13.091 15.528  0.0024
C9 12.109 14.382 16.152  -0.0013
C10 11.734 15.192 14.937  -0.0001
N3 12.318 14.475 13.816  0.0025
C11 11.804 14.914 12.508  0.0203
C12 12.399 13.156 14.169  0.0025
N4 12.770 12.254 13.271  0.0225
C13 12.433 10.826 13.424  0.0213
C14 13.764 10.098 13.729  -0.0082
N5 14.938 10.834 13.137  -0.0026
C15 16.117 10.394 13.419  0.0050
N6 16.248 9.271 14.321  -0.0004
C16 15.988 8.048 13.526  -0.0007
C17 17.643 9.326 14.690  0.0002
C18 18.421 10.008 13.580  -0.0001
N7 17.379 10.859 13.049  0.0015
C19 17.738 11.758 12.015  -0.0066
H5 12.961 11.107 15.866  -0.0001
H6 12.543 11.881 17.380  -0.0001
H7 13.906 12.356 16.674  -0.0002
H8 12.926 14.875 16.619  0.0001
H9 11.319 14.233 16.912  0.0000
H10 12.112 16.175 14.980  -0.0002
H11 10.659 15.182 14.746  0.0000
H12 10.732 15.006 12.524  0.0008
H13 12.106 14.341 11.685  -0.0145
H14 12.204 15.923 12.524  0.0005
H15 12.141 10.499 12.379  -0.0063
H16 11.652 10.503 14.102  0.0024
H17 13.830 9.160 13.187  -0.0055
H18 13.969 9.892 14.818  -0.0003
H19 15.312 8.280 12.693  0.0007
H20 15.517 7.236 14.169  0.0000
H21 16.926 7.743 13.077  0.0000
H22 18.070 8.369 14.987  0.0001
H23 17.762 10.041 15.518  -0.0001
H24 18.913 9.395 12.783  -0.0001
H25 19.268 10.636 13.976  0.0002
H26 16.921 12.489 11.902  0.0267
H27 18.636 12.416 12.265  -0.0005
H28 17.839 11.309 10.960  0.0010
Cl1 14.668 16.601 8.845  0.0003
C20 14.881 16.365 10.550  0.0064
C21 15.302 17.522 11.215  -0.0013
C22 15.701 17.554 12.521  0.0021
Cl2 16.198 18.983 13.378  0.0002
C23 15.591 16.304 13.258  -0.0022
C24 16.014 16.125 14.599  0.0056
C25 15.855 14.876 15.172  -0.0026
C26 15.569 13.806 14.366  0.0300
N8 15.176 13.945 13.135  0.0087
C27 15.092 15.182 12.598  0.0184
C28 14.668 15.189 11.215  -0.0247
O1 14.168 14.119 10.769  -0.0231
H29 15.437 18.565 10.679  0.0000
H30 16.305 16.928 15.239  0.0001
H31 15.975 14.731 16.255  0.0002
H32 15.579 12.829 14.768  0.0003
S3 9.624 12.150 12.176  0.0046
P1 10.429 12.317 10.403  0.0022
S4 12.408 11.712 9.964  -0.0196
C29 9.392 11.425 9.131  0.0006
C30 9.307 11.770 7.777  0.0002
C31 8.307 11.235 7.013  0.0003
C32 7.564 10.140 7.380  -0.0002
C33 7.682 9.772 8.705  0.0000
C34 8.489 10.494 9.554  -0.0006
C35 10.256 14.006 9.807  -0.0007
C36 11.252 14.609 9.083  0.0024
C37 11.186 15.956 8.892  0.0005
C38 10.109 16.674 9.238  0.0000
C39 9.007 16.075 9.880  -0.0002
C40 9.052 14.709 10.147  -0.0003
H33 9.985 12.533 7.430  0.0000
H34 8.236 11.629 5.996  0.0000
H35 6.780 9.587 6.805  0.0000
H36 7.232 8.851 9.096  0.0000
H37 8.325 10.314 10.612  0.0001
H38 12.218 14.030 8.799  0.0004
H39 12.035 16.387 8.322  -0.0001
H40 10.121 17.652 8.950  0.0000
H41 8.117 16.624 10.188  0.0001
H42 8.289 14.230 10.773  0.0003

Computed properties:
HOMO level (spin up / spin down)	-7.00 / -7.03	eV
net charge	0
ΔE to the lowest compared entry with this formula, charge and spin	25.3	kJ/mol
⟨S²⟩	0.754
E_LUMO (spin up / spin down)	-0.40 / -0.41	eV
multiplicity	2

=====

Entry 3:
Here is a structure of composition C52H44AsNP2S3TeV in a non-equilibrium geometry from the OMol25 dataset. Energies are from wB97M-V/def2-TZVPD.

Last column: Mulliken spin population.
Atoms and positions in Å:
V1 -0.354 -0.010 0.609  1.8600
S1 -1.199 0.082 -1.480  -0.0706
C1 -1.768 -1.360 -2.370  0.0294
C2 -3.011 -1.174 -2.988  -0.0097
C3 -3.563 -2.151 -3.794  0.0042
C4 -2.867 -3.332 -4.023  -0.0085
C5 -1.634 -3.515 -3.423  0.0016
C6 -1.074 -2.549 -2.585  -0.0234
As1 0.657 -2.893 -1.747  0.0473
C7 0.213 -4.505 -0.739  0.0145
C8 1.276 -5.220 -0.189  -0.0023
C9 1.047 -6.362 0.565  0.0016
C10 -0.254 -6.791 0.795  -0.0010
C11 -1.317 -6.069 0.275  0.0014
C12 -1.087 -4.930 -0.489  -0.0060
C13 1.504 -3.724 -3.304  -0.0004
C14 1.612 -5.092 -3.528  -0.0001
C15 2.234 -5.568 -4.678  -0.0002
C16 2.744 -4.682 -5.614  0.0003
C17 2.640 -3.315 -5.396  -0.0002
C18 2.032 -2.841 -4.244  0.0004
H1 -3.540 -0.245 -2.822  -0.0001
H2 -4.531 -1.987 -4.249  0.0001
H3 -3.278 -4.098 -4.667  -0.0003
H4 -1.086 -4.431 -3.614  -0.0004
H5 2.297 -4.893 -0.365  -0.0003
H6 1.884 -6.915 0.974  0.0000
H7 -0.437 -7.683 1.381  0.0001
H8 -2.334 -6.392 0.458  0.0000
H9 -1.926 -4.381 -0.897  -0.0035
H10 1.207 -5.798 -2.814  -0.0001
H11 2.314 -6.635 -4.841  0.0000
H12 3.224 -5.054 -6.510  0.0000
H13 3.038 -2.616 -6.121  0.0000
H14 1.964 -1.771 -4.077  -0.0006
Te1 0.701 4.709 2.230  -0.0119
C19 -0.130 5.304 4.070  -0.0014
C20 -1.397 4.877 4.448  -0.0017
C21 -1.886 5.259 5.687  -0.0003
N1 -1.218 6.022 6.552  -0.0008
C22 -0.008 6.428 6.175  0.0002
C23 0.579 6.098 4.961  -0.0007
C24 -0.271 2.894 2.071  -0.0835
P1 0.385 1.346 2.552  -0.1472
C25 -0.726 0.602 3.821  0.0042
C26 -2.048 1.027 3.905  0.0251
C27 -2.905 0.476 4.846  0.0074
C28 -2.448 -0.513 5.707  0.0007
C29 -1.129 -0.939 5.631  -0.0049
C30 -0.270 -0.383 4.695  0.0004
C31 1.867 1.620 3.570  -0.0073
C32 3.130 1.169 3.210  -0.0088
C33 4.235 1.476 3.996  -0.0011
C34 4.076 2.236 5.144  0.0000
C35 2.814 2.694 5.505  -0.0002
C36 1.714 2.391 4.723  -0.0032
P2 -1.026 2.424 0.562  -0.0120
C37 -2.625 3.266 0.421  -0.0058
C38 -3.787 2.526 0.631  -0.0048
C39 -5.017 3.161 0.732  0.0006
C40 -5.090 4.542 0.625  -0.0004
C41 -3.937 5.285 0.407  0.0009
C42 -2.707 4.653 0.303  -0.0032
C43 -0.029 3.060 -0.837  -0.0216
C44 -0.587 3.599 -1.992  0.0077
C45 0.222 3.966 -3.058  0.0001
C46 1.596 3.784 -2.988  -0.0012
C47 2.162 3.233 -1.847  0.0081
C48 1.353 2.874 -0.780  0.0171
H15 -1.987 4.244 3.795  0.0004
H16 -2.873 4.934 6.001  0.0000
H17 0.533 7.044 6.886  0.0000
H18 1.577 6.452 4.733  0.0000
H19 -2.403 1.804 3.237  -0.0226
H20 -3.928 0.824 4.911  -0.0003
H21 -3.115 -0.938 6.446  0.0003
H22 -0.765 -1.702 6.309  -0.0003
H23 0.766 -0.702 4.659  -0.0007
H24 3.259 0.566 2.320  -0.0017
H25 5.215 1.119 3.708  0.0000
H26 4.935 2.473 5.759  0.0000
H27 2.686 3.293 6.398  0.0000
H28 0.733 2.754 5.011  -0.0007
H29 -3.726 1.446 0.713  0.0166
H30 -5.914 2.577 0.894  0.0001
H31 -6.047 5.042 0.709  -0.0001
H32 -3.994 6.363 0.322  -0.0001
H33 -1.811 5.240 0.142  -0.0001
H34 -1.660 3.724 -2.067  -0.0007
H35 -0.223 4.388 -3.949  0.0001
H36 2.224 4.070 -3.822  -0.0001
H37 3.233 3.086 -1.785  0.0004
H38 1.812 2.463 0.115  0.0004
C49 -1.775 -3.604 3.089  -0.0026
C50 -0.964 -2.606 2.309  -0.0673
S2 -1.825 -1.544 1.262  -0.2258
C51 0.387 -2.521 2.440  -0.0182
C52 1.150 -3.412 3.383  -0.0007
S3 1.298 -1.366 1.544  -0.2578
H39 -2.798 -3.645 2.719  0.0009
H40 -1.809 -3.320 4.144  -0.0039
H41 -1.346 -4.604 3.015  0.0007
H42 0.592 -3.575 4.307  -0.0005
H43 2.115 -2.978 3.638  0.0028
H44 1.329 -4.389 2.928  -0.0025

Computed properties:
HOMO level (spin up / spin down)	-7.22 / -7.08	eV
net charge	0
⟨S²⟩	1.246
E_LUMO (spin up / spin down)	-1.40 / -0.34	eV
multiplicity	2

=====

Ordered E results: -4512.50856, -5766.82219, -7387.74749; unit a.u..